[1]
{
  "formula": "C12H33FeO6",
  "method": "wB97M-V/def2-TZVPD",
  "species": ["Fe", "C", "C", "O", "H", "H", "H", "H", "H", "C", "C", "O", "H", "H", "H", "H", "H", "C", "C", "O", "H", "H", "H", "H", "H", "C", "C", "O", "H", "H", "H", "H", "H", "H", "C", "C", "O", "H", "H", "H", "H", "H", "H", "C", "C", "O", "H", "H", "H", "H", "H", "H"],
  "xyz": [[-0.018, 0.062, -0.491], [1.069, -1.426, 3.622], [0.992, -0.115, 2.784], [0.423, -0.262, 1.490], [0.051, -1.765, 3.812], [1.561, -1.276, 4.582], [1.600, -2.194, 3.060], [1.992, 0.307, 2.682], [0.536, 0.654, 3.407], [-3.754, 0.816, 1.472], [-2.741, 1.653, 0.747], [-1.837, 0.978, -0.103], [-4.369, 0.271, 0.756], [-4.432, 1.461, 2.030], [-3.274, 0.130, 2.170], [-2.187, 2.290, 1.436], [-3.292, 2.310, 0.074], [3.978, -0.920, -0.527], [2.837, -1.568, -1.315], [1.662, -0.847, -1.279], [4.243, 0.010, -1.031], [4.810, -1.624, -0.551], [3.663, -0.699, 0.492], [2.662, -2.506, -0.788], [3.177, -1.841, -2.314], [2.830, 2.549, 0.627], [1.368, 2.782, 0.255], [0.983, 1.925, -0.830], [3.029, 1.573, 1.068], [3.186, 3.408, 1.195], [3.399, 2.419, -0.293], [1.281, 3.803, -0.116], [0.721, 2.712, 1.129], [1.188, 2.368, -1.656], [-2.076, 1.690, -3.647], [-1.883, 0.245, -3.234], [-0.587, 0.150, -2.660], [-1.941, 2.456, -2.883], [-3.034, 1.831, -4.146], [-1.317, 2.015, -4.358], [-2.017, -0.443, -4.069], [-2.662, -0.086, -2.547], [0.003, 0.178, -3.417], [-1.659, -2.882, 1.257], [-0.815, -2.953, -0.008], [-1.135, -1.850, -0.854], [-1.805, -1.885, 1.673], [-1.293, -3.507, 2.072], [-2.647, -3.276, 1.020], [-0.995, -3.929, -0.459], [0.254, -3.011, 0.194], [-1.729, -2.182, -1.532]],
  "gap_ev": [9.89, 5.02],
  "homo_energy_ev": [-12.144, -11.392],
  "s_squared": 12.029,
  "total_charge": 1,
  "spin_multiplicity": 7
}


[2]
{
  "formula": "C22H36F4NO11P3",
  "method": "wB97M-V/def2-TZVPD",
  "species": ["C", "C", "O", "C", "C", "C", "C", "F", "F", "F", "C", "C", "C", "C", "C", "C", "F", "C", "O", "N", "P", "C", "C", "C", "O", "H", "H", "H", "H", "H", "H", "H", "H", "H", "H", "H", "H", "H", "H", "H", "H", "H", "H", "C", "O", "P", "O", "O", "C", "O", "C", "H", "H", "H", "H", "H", "H", "H", "H", "H", "C", "O", "P", "O", "O", "C", "O", "C", "H", "H", "H", "H", "H", "H", "H", "H", "H"],
  "xyz": [[5.221, 2.878, 2.029], [3.972, 3.365, 1.111], [2.840, 3.498, 2.031], [3.640, 2.301, -0.074], [2.179, 1.712, 0.159], [1.943, 0.385, 0.971], [3.106, -0.497, 1.592], [4.204, -0.727, 0.737], [3.496, 0.021, 2.875], [2.566, -1.801, 1.888], [0.480, -0.136, 1.214], [-0.695, 0.677, 0.634], [-0.432, 1.963, -0.193], [0.978, 2.521, -0.464], [1.134, 3.843, -1.335], [0.765, 5.209, -0.566], [0.719, 5.067, 0.867], [-1.880, 2.470, -0.608], [-2.112, 3.455, -1.375], [-2.863, 1.561, 0.019], [-3.920, 2.252, 1.284], [-5.461, 1.135, 1.561], [-4.661, 3.922, 0.761], [-2.261, 0.422, 0.724], [-2.763, -0.555, 1.316], [6.070, 2.414, 1.402], [4.768, 2.114, 2.766], [5.582, 3.773, 2.659], [4.216, 4.370, 0.598], [2.957, 4.389, 2.441], [4.477, 1.528, -0.067], [3.739, 2.865, -1.077], [0.229, -1.070, 1.811], [0.382, 3.758, -2.210], [2.156, 3.987, -1.817], [-0.264, 5.581, -0.916], [1.518, 6.012, -0.901], [-5.653, 0.509, 0.609], [-5.173, 0.396, 2.396], [-6.374, 1.735, 1.890], [-3.979, 4.792, 1.047], [-4.819, 3.887, -0.375], [-5.685, 3.990, 1.292], [-2.320, 1.445, -3.526], [-2.130, 0.278, -4.319], [-0.840, 0.245, -5.275], [-0.101, 1.522, -5.380], [-1.428, -0.304, -6.660], [-2.303, 0.561, -7.368], [0.016, -0.985, -4.720], [-0.623, -2.246, -4.567], [-2.700, 2.252, -4.156], [-3.054, 1.230, -2.749], [-1.388, 1.754, -3.051], [-1.910, 1.580, -7.393], [-3.287, 0.556, -6.895], [-2.399, 0.197, -8.391], [-1.186, -2.515, -5.461], [-1.290, -2.224, -3.702], [0.143, -3.003, -4.400], [1.854, -7.183, 1.938], [1.452, -6.602, 3.173], [0.004, -5.908, 3.220], [-0.670, -5.769, 1.911], [0.287, -4.526, 3.977], [1.058, -3.562, 3.277], [-0.797, -6.769, 4.302], [-0.211, -6.971, 5.581], [2.154, -6.396, 1.243], [2.709, -7.836, 2.123], [1.048, -7.777, 1.503], [0.724, -3.473, 2.240], [2.113, -3.846, 3.301], [0.940, -2.596, 3.769], [0.156, -6.034, 6.000], [0.608, -7.690, 5.506], [-0.972, -7.374, 6.249]],
  "gap_ev": 6.96,
  "homo_energy_ev": -8.214,
  "smiles": "C[C@H](O)Cc1c(C(F)(F)F)cc2c(c1CCF)C(=O)N(P(C)C)C2=O.COP(=O)(OC)OC.COP(=O)(OC)OC"
}


[3]
{
  "formula": "C4H13N3",
  "method": "wB97M-V/def2-TZVPD",
  "species": ["C", "C", "C", "N", "N", "C", "N", "H", "H", "H", "H", "H", "H", "H", "H", "H", "H", "H", "H", "H"],
  "xyz": [[-0.580, 0.303, -0.919], [-1.426, 0.598, 0.340], [-1.406, -0.561, 1.333], [-2.295, -1.606, 0.816], [0.760, -0.133, -0.576], [1.788, 0.840, -0.947], [2.988, 0.514, -0.215], [-1.112, -0.421, -1.527], [-0.543, 1.187, -1.555], [-1.015, 1.522, 0.744], [-2.486, 0.740, 0.130], [-0.389, -0.861, 1.595], [-1.856, -0.182, 2.254], [-1.867, -2.003, -0.022], [-2.341, -2.436, 1.399], [1.025, -0.955, -1.106], [1.365, 1.837, -0.781], [1.996, 0.754, -2.019], [2.736, 0.384, 0.759], [3.666, 1.263, -0.274]],
  "gap_ev": 10.06,
  "homo_energy_ev": -8.970,
  "smiles": "NCCCNCN"
}


[4]
{
  "formula": "C3H11NO",
  "method": "wB97M-V/def2-TZVPD",
  "species": ["C", "C", "H", "H", "H", "H", "H", "H", "N", "C", "O", "H", "H", "H", "H", "H"],
  "xyz": [[2.716, 2.134, -0.431], [2.876, 3.389, 0.403], [1.675, 1.835, -0.542], [3.255, 1.313, 0.043], [3.154, 2.303, -1.413], [3.898, 3.480, 0.761], [2.623, 4.292, -0.126], [2.220, 3.337, 1.271], [-1.838, -2.402, -0.200], [-3.108, -2.526, 0.396], [-4.071, -3.255, -0.368], [-1.130, -3.089, -0.015], [-1.862, -2.155, -1.174], [-3.081, -2.954, 1.393], [-3.581, -1.547, 0.532], [-3.743, -4.154, -0.529]],
  "gap_ev": 10.51,
  "homo_energy_ev": -9.541,
  "smiles": "NCO.CC"
}


[5]
{
  "formula": "C9H16N2O",
  "method": "wB97M-V/def2-TZVPD",
  "species": ["C", "C", "C", "C", "C", "C", "C", "C", "C", "N", "N", "O", "H", "H", "H", "H", "H", "H", "H", "H", "H", "H", "H", "H", "H", "H", "H", "H"],
  "xyz": [[-0.887, 0.477, 1.125], [0.406, 0.645, 1.111], [1.057, -0.923, -1.536], [1.157, 0.760, 2.419], [-2.674, 2.136, 0.977], [-3.292, -0.379, 1.308], [2.891, 0.713, -1.565], [1.114, -2.975, -2.571], [-2.190, 0.675, 1.056], [1.285, 0.878, 0.000], [1.682, 0.069, -0.931], [1.703, -1.667, -2.537], [2.134, 0.928, 2.301], [0.763, 1.583, 3.096], [0.829, -0.302, 2.811], [-3.396, 2.361, 0.071], [-1.753, 2.793, 0.797], [-3.036, 2.529, 1.936], [-4.148, -0.107, 0.634], [-3.699, -0.437, 2.390], [-2.866, -1.355, 1.066], [3.225, 1.448, -0.728], [3.814, 0.028, -1.822], [2.670, 1.310, -2.490], [1.858, -3.538, -3.287], [0.089, -2.912, -2.894], [1.245, -3.508, -1.607], [0.018, -1.229, -1.135]],
  "gap_ev": [7.74, 7.74],
  "homo_energy_ev": [-6.926, -6.928]
}


[6]
{
  "formula": "C46H52N9O18",
  "method": "wB97M-V/def2-TZVPD",
  "species": ["C", "O", "O", "O", "H", "C", "C", "C", "C", "C", "C", "N", "O", "O", "H", "H", "H", "H", "H", "C", "C", "C", "C", "C", "C", "N", "O", "O", "H", "H", "H", "H", "H", "C", "C", "C", "C", "C", "C", "N", "O", "O", "H", "H", "H", "H", "H", "C", "C", "C", "C", "C", "C", "N", "O", "O", "H", "H", "H", "H", "H", "C", "C", "C", "C", "C", "C", "N", "O", "O", "H", "H", "H", "H", "H", "C", "C", "C", "C", "C", "C", "N", "O", "O", "H", "H", "H", "H", "H", "C", "O", "N", "C", "C", "H", "H", "H", "H", "H", "H", "H", "C", "O", "N", "C", "C", "H", "H", "H", "H", "H", "H", "H", "C", "O", "N", "C", "C", "H", "H", "H", "H", "H", "H", "H"],
  "xyz": [[0.158, 0.407, -0.699], [1.300, 0.680, -0.531], [-0.358, 0.587, -1.917], [-0.626, -0.150, 0.156], [0.436, 0.866, -2.400], [-1.219, -1.185, 4.142], [-2.346, -0.659, 3.165], [-3.264, 0.443, 3.701], [-3.171, 0.797, 5.213], [-2.208, 0.178, 6.113], [-1.133, -0.834, 5.459], [-4.267, 1.725, 5.744], [-3.867, 2.349, 6.779], [-5.319, 1.820, 5.194], [-0.469, -1.738, 3.929], [-2.416, -0.991, 2.037], [-4.137, 0.897, 3.361], [-2.219, 0.529, 7.069], [-0.434, -1.407, 6.197], [-0.038, 2.680, 2.361], [-0.183, 2.649, 3.873], [-1.013, 3.727, 4.379], [-2.069, 4.521, 3.612], [-1.885, 4.433, 2.051], [-0.862, 3.442, 1.493], [-3.142, 5.299, 4.244], [-2.726, 6.006, 5.268], [-4.081, 5.567, 3.584], [0.705, 2.185, 1.580], [0.437, 1.835, 4.397], [-1.097, 3.814, 5.648], [-2.600, 4.879, 1.451], [-0.651, 3.397, 0.475], [-4.073, -0.090, -0.766], [-4.791, -1.249, -1.508], [-6.189, -1.652, -1.024], [-6.769, -0.922, 0.206], [-6.004, 0.259, 0.850], [-4.573, 0.552, 0.343], [-8.157, -1.301, 0.747], [-8.878, -0.473, 1.391], [-8.611, -2.356, 0.291], [-3.261, 0.479, -0.973], [-4.450, -1.648, -2.289], [-6.618, -2.415, -1.441], [-6.396, 0.795, 1.686], [-4.239, 1.411, 0.762], [-1.129, 3.140, -4.049], [-1.862, 4.610, -4.131], [-1.055, 5.751, -5.040], [0.193, 5.238, -5.793], [0.826, 3.837, -5.545], [0.061, 2.926, -4.728], [0.818, 6.300, -6.693], [2.133, 6.100, -6.777], [0.275, 7.315, -6.823], [-1.492, 2.458, -3.390], [-2.739, 4.863, -3.714], [-1.508, 6.745, -5.360], [1.763, 3.675, -6.218], [0.417, 1.891, -4.840], [-2.554, -4.679, -0.939], [-1.981, -6.034, -0.607], [-0.895, -6.183, 0.437], [-0.693, -4.979, 1.458], [-1.264, -3.730, 1.000], [-2.235, -3.526, -0.209], [0.137, -5.156, 2.659], [0.332, -6.397, 3.063], [0.604, -4.112, 3.088], [-3.304, -4.548, -1.695], [-2.390, -6.849, -1.001], [-0.429, -7.225, 0.438], [-1.188, -2.694, 1.393], [-2.605, -2.476, -0.328], [3.044, -3.485, -1.580], [1.815, -2.637, -0.994], [0.508, -2.690, -1.764], [0.406, -3.651, -3.057], [1.564, -4.484, -3.459], [2.905, -4.349, -2.779], [-0.978, -3.650, -3.715], [-1.838, -2.814, -3.314], [-1.278, -4.505, -4.561], [4.040, -3.590, -1.139], [1.887, -1.970, -0.062], [-0.349, -2.079, -1.404], [1.729, -5.117, -4.311], [3.718, -5.187, -2.951], [4.077, 0.114, 3.499], [4.967, 0.251, 4.383], [2.853, -0.454, 3.631], [1.754, -0.383, 2.598], [2.633, -1.188, 4.841], [3.950, 0.621, 2.386], [1.060, 0.311, 2.900], [1.304, -1.516, 2.386], [2.208, -0.026, 1.678], [2.005, -2.109, 4.875], [2.190, -0.645, 5.586], [3.505, -1.470, 5.538], [6.913, -0.875, -0.147], [6.776, -1.951, -0.737], [6.004, -0.002, -0.021], [6.315, 1.291, 0.562], [4.572, -0.447, -0.355], [7.691, -0.913, 0.522], [6.080, 1.180, 1.566], [5.591, 2.178, 0.238], [7.169, 1.878, 0.310], [4.136, -1.191, 0.260], [4.726, -0.917, -1.330], [3.716, 0.284, -0.426], [3.626, 0.923, -5.673], [4.084, 1.949, -6.201], [3.508, 0.842, -4.309], [2.831, -0.379, -3.829], [3.825, 1.936, -3.315], [3.196, 0.166, -6.273], [2.765, -0.863, -2.891], [3.090, -1.235, -4.523], [1.814, -0.362, -4.114], [3.251, 1.872, -2.376], [3.485, 2.839, -3.853], [4.734, 2.042, -3.319]],
  "gap_ev": 7.33,
  "homo_energy_ev": -6.954,
  "total_charge": -1
}


[7]
{
  "formula": "C26H34CoNO2",
  "method": "wB97M-V/def2-TZVPD",
  "species": ["C", "C", "C", "H", "C", "C", "H", "C", "C", "C", "H", "C", "C", "H", "H", "H", "H", "H", "H", "Co", "C", "C", "C", "H", "H", "H", "H", "H", "H", "C", "C", "H", "H", "O", "N", "C", "H", "C", "C", "H", "C", "H", "C", "H", "C", "H", "C", "H", "H", "H", "C", "C", "C", "C", "O", "H", "H", "H", "H", "H", "H", "H", "H", "H"],
  "xyz": [[-1.003, -1.364, 2.318], [-1.498, -1.371, 0.870], [-0.534, -2.130, 0.130], [-2.579, -1.417, 0.682], [0.535, -2.524, 0.975], [0.327, -2.057, 2.261], [1.386, -3.134, 0.668], [-1.988, 2.364, 1.224], [-2.870, 1.702, 0.299], [-2.128, 1.422, -0.898], [-3.919, 1.489, 0.458], [-0.833, 1.992, -0.779], [-0.702, 2.487, 0.563], [-0.599, -2.353, -0.933], [0.976, -2.146, 3.128], [-1.735, -1.842, 2.994], [0.183, 2.981, 0.956], [-2.501, 0.976, -1.817], [-2.221, 2.707, 2.220], [-1.302, 0.624, 0.867], [0.048, 2.389, -1.956], [-0.062, 3.925, -2.094], [-0.390, 1.783, -3.303], [-1.105, 4.227, -2.245], [0.518, 4.268, -2.962], [0.328, 4.432, -1.203], [-1.418, 2.084, -3.549], [-0.323, 0.685, -3.321], [0.255, 2.179, -4.105], [1.561, 2.084, -1.721], [2.017, 0.636, -1.760], [1.838, 2.499, -0.741], [2.142, 2.615, -2.497], [1.531, -0.267, -1.084], [3.030, 0.341, -2.633], [3.604, -1.001, -2.498], [3.672, 1.097, -2.855], [2.578, -2.063, -2.830], [2.518, -3.268, -2.116], [3.225, -3.427, -1.293], [1.554, -4.230, -2.442], [1.510, -5.162, -1.872], [0.671, -4.006, -3.505], [-0.058, -4.769, -3.777], [0.737, -2.810, -4.227], [0.053, -2.609, -5.053], [1.709, -1.856, -3.905], [1.807, -0.923, -4.469], [3.948, -1.145, -1.465], [4.467, -1.078, -3.172], [-0.584, 1.557, 4.638], [-1.239, 0.258, 4.199], [-0.809, -0.859, 5.130], [-2.744, 0.410, 4.292], [-0.867, 0.007, 2.799], [-0.863, 1.787, 5.673], [-0.911, 2.393, 4.010], [0.512, 1.469, 4.603], [-1.029, -0.562, 6.163], [-1.378, -1.775, 4.932], [0.266, -1.059, 5.057], [-3.097, 1.195, 3.609], [-3.214, -0.550, 4.046], [-3.005, 0.693, 5.314]],
  "gap_ev": [5.62, 8.30],
  "homo_energy_ev": [-4.996, -7.700],
  "s_squared": 6.030,
  "spin_multiplicity": 5
}


[8]
{
  "formula": "C2H7N2",
  "method": "wB97M-V/def2-TZVPD",
  "species": ["C", "C", "N", "N", "H", "H", "H", "H", "H", "H", "H"],
  "xyz": [[0.779, -0.166, 1.715], [-0.152, -0.198, 0.740], [-2.099, 0.151, -2.636], [2.241, -0.234, 1.557], [0.453, 0.049, 2.745], [-1.207, 0.159, 1.159], [-1.308, -0.507, -2.427], [-1.940, 0.632, -3.451], [-2.146, 0.716, -1.773], [2.568, -1.157, 1.250], [2.811, 0.556, 1.121]],
  "gap_ev": 4.00,
  "homo_energy_ev": -13.963,
  "total_charge": 1
}


> Number 5 is which compound?

C9H16N2O


Copy entry 5 word for word.
{
  "formula": "C9H16N2O",
  "method": "wB97M-V/def2-TZVPD",
  "species": ["C", "C", "C", "C", "C", "C", "C", "C", "C", "N", "N", "O", "H", "H", "H", "H", "H", "H", "H", "H", "H", "H", "H", "H", "H", "H", "H", "H"],
  "xyz": [[-0.887, 0.477, 1.125], [0.406, 0.645, 1.111], [1.057, -0.923, -1.536], [1.157, 0.760, 2.419], [-2.674, 2.136, 0.977], [-3.292, -0.379, 1.308], [2.891, 0.713, -1.565], [1.114, -2.975, -2.571], [-2.190, 0.675, 1.056], [1.285, 0.878, 0.000], [1.682, 0.069, -0.931], [1.703, -1.667, -2.537], [2.134, 0.928, 2.301], [0.763, 1.583, 3.096], [0.829, -0.302, 2.811], [-3.396, 2.361, 0.071], [-1.753, 2.793, 0.797], [-3.036, 2.529, 1.936], [-4.148, -0.107, 0.634], [-3.699, -0.437, 2.390], [-2.866, -1.355, 1.066], [3.225, 1.448, -0.728], [3.814, 0.028, -1.822], [2.670, 1.310, -2.490], [1.858, -3.538, -3.287], [0.089, -2.912, -2.894], [1.245, -3.508, -1.607], [0.018, -1.229, -1.135]],
  "gap_ev": [7.74, 7.74],
  "homo_energy_ev": [-6.926, -6.928]
}